No. 1
A 8-piece molecular cluster, C4H24N2O8S overall at a distorted geometry. Source: OMol25; level of theory: ωB97M-V/def2-TZVPD.

Energy above the lowest of the compared OMol25 structures with the same formula, charge and spin (kcal per mole): 59.7
F_max (hartree/bohr): 0.04127
Kohn-Sham gap (eV): 9.4
Molar mass (g mol⁻¹): 260.3
E_LUMO (eV): 0.00
SMILES string: NCC(=O)NCCS.O.O.O.O.O.O.O
HOMO (eV): -9.37

```
! RIJCOSX wB97M-V def2-TZVPD def2/J DEFGRID3
* xyz 0 1
N 0.353 -3.678 0.262
C -0.534 -2.704 0.924
C -0.864 -1.487 0.047
O -2.008 -1.302 -0.345
N 0.095 -0.521 -0.104
C 1.130 -0.240 0.866
C 0.581 0.555 2.075
S 1.826 1.910 2.295
H -0.123 -3.956 -0.588
H 1.246 -3.262 0.010
H -1.525 -3.170 0.949
H -0.149 -2.424 1.905
H -0.339 0.287 -0.542
H 1.799 0.489 0.358
H 1.661 -1.119 1.192
H 0.523 -0.057 2.981
H -0.384 0.959 1.804
H 1.279 2.335 3.452
O -2.360 0.697 2.796
H -2.603 0.915 1.886
H -2.972 -0.056 2.825
O 3.543 -2.101 0.677
H 3.767 -2.520 1.514
H 4.242 -2.329 0.054
O 3.216 -1.481 -2.220
H 2.426 -1.245 -1.726
H 3.890 -0.808 -2.104
O -1.080 2.541 -2.158
H -0.700 2.445 -3.037
H -1.726 3.238 -2.332
O -4.212 1.994 -0.920
H -4.300 1.051 -1.089
H -3.293 2.235 -1.052
O 1.957 3.339 -2.458
H 2.481 3.087 -1.694
H 1.505 2.559 -2.764
O -3.458 -0.534 -2.497
H -3.782 -1.433 -2.511
H -2.581 -0.439 -2.119
*
```

=====

No. 2
C45H96BrN5O4S as an isolated structure at a distorted geometry. Source: OMol25; level of theory: ωB97M-V/def2-TZVPD.

F_max (hartree/bohr): 0.07807
Kohn-Sham gap (eV): 8.1
Molar mass (g mol⁻¹): 883.3
E_LUMO (eV): 0.18
HOMO (eV): -7.87

```
! RIJCOSX wB97M-V def2-TZVPD def2/J DEFGRID3
* xyz 0 1
C -1.645 0.729 -1.422
C -1.950 0.496 0.139
C -0.746 -0.295 0.787
C -0.819 -0.181 2.382
C 0.716 -0.101 2.878
C 1.461 -1.513 2.779
C 2.620 -1.460 1.733
O 2.386 -1.847 0.359
S 3.795 -1.266 -0.336
O 4.030 -1.990 -1.582
O 3.771 0.152 -0.662
O 4.828 -1.558 0.942
C 4.027 -2.072 2.056
Br 4.646 -1.692 3.891
C 4.261 -3.657 1.924
C 5.651 -3.882 1.193
C 5.622 -4.355 -0.193
C 6.849 -4.547 -0.954
C 8.106 -4.271 -0.283
C 8.203 -3.815 1.114
C 6.942 -3.634 1.851
H -2.603 0.652 -2.012
H -0.938 -0.033 -1.834
H -1.220 1.770 -1.498
H -2.051 1.493 0.644
H -2.901 -0.098 0.227
H -0.700 -1.373 0.484
H 0.192 0.193 0.393
H -1.359 0.775 2.641
H -1.317 -1.069 2.850
H 0.774 0.254 3.943
H 1.189 0.692 2.246
H 0.680 -2.247 2.422
H 1.768 -1.839 3.802
H 2.877 -0.360 1.612
H 3.490 -4.184 1.308
H 4.390 -4.162 2.917
H 4.609 -4.541 -0.633
H 6.753 -4.877 -2.012
H 9.070 -4.412 -0.827
H 9.191 -3.614 1.598
H 6.954 -3.293 2.918
C 2.020 -0.998 -3.802
C 0.676 -0.577 -4.380
N 0.776 0.107 -5.661
C -0.464 0.754 -6.069
C -1.673 -0.140 -6.354
C 1.484 -0.606 -6.714
C 0.958 -1.986 -7.117
H 2.701 -0.149 -3.721
H 1.885 -1.414 -2.802
H 2.497 -1.770 -4.409
H 0.215 0.103 -3.658
H 0.022 -1.459 -4.438
H -0.272 1.378 -6.947
H -0.746 1.461 -5.280
H -1.576 -0.661 -7.307
H -2.576 0.474 -6.419
H -1.840 -0.878 -5.567
H 2.528 -0.718 -6.409
H 1.534 0.026 -7.607
H 0.712 -2.609 -6.254
H 1.725 -2.515 -7.689
H 0.079 -1.913 -7.758
C -1.132 6.080 -0.559
C -2.441 5.443 -1.007
N -3.151 4.753 0.059
C -4.240 3.913 -0.422
C -5.423 4.605 -1.103
C -3.448 5.541 1.247
C -4.279 6.815 1.070
H -0.478 5.343 -0.086
H -0.605 6.489 -1.424
H -1.295 6.902 0.141
H -2.194 4.718 -1.788
H -3.065 6.213 -1.483
H -4.620 3.303 0.404
H -3.817 3.189 -1.128
H -6.066 5.110 -0.382
H -6.041 3.860 -1.611
H -5.105 5.329 -1.855
H -2.500 5.819 1.718
H -3.937 4.902 1.990
H -3.951 7.413 0.218
H -4.181 7.441 1.961
H -5.340 6.594 0.953
C 3.537 3.348 2.420
C 2.685 4.153 3.394
N 2.208 3.380 4.531
C 1.173 4.060 5.300
C 1.555 5.355 6.020
C 3.228 2.703 5.320
C 4.333 3.558 5.946
H 3.005 2.458 2.074
H 3.774 3.957 1.546
H 4.484 3.037 2.866
H 1.819 4.521 2.835
H 3.252 5.040 3.711
H 0.751 3.361 6.030
H 0.345 4.286 4.618
H 2.156 5.161 6.909
H 0.651 5.869 6.354
H 2.101 6.045 5.374
H 3.704 1.948 4.686
H 2.745 2.119 6.110
H 4.736 4.296 5.250
H 5.163 2.915 6.251
H 3.987 4.075 6.841
C -2.767 -7.634 -8.799
C -3.734 -6.459 -8.864
N -3.422 -5.392 -7.926
C -4.492 -4.413 -7.787
C -4.852 -3.572 -9.013
C -2.077 -4.839 -8.008
C -1.631 -4.242 -9.346
H -2.699 -8.032 -7.784
H -3.117 -8.437 -9.452
H -1.764 -7.358 -9.133
H -4.729 -6.849 -8.629
H -3.778 -6.094 -9.900
H -4.258 -3.741 -6.955
H -5.394 -4.948 -7.469
H -4.107 -2.800 -9.208
H -5.802 -3.059 -8.840
H -4.970 -4.178 -9.914
H -1.367 -5.625 -7.736
H -1.949 -4.083 -7.226
H -1.897 -4.873 -10.196
H -0.542 -4.134 -9.351
H -2.048 -3.248 -9.504
C -1.163 -1.763 6.047
C -1.698 -1.541 7.454
N -0.893 -0.621 8.243
C -1.233 -0.627 9.661
C -2.629 -0.147 10.061
C -0.666 0.694 7.660
C -1.892 1.544 7.312
H -0.122 -2.096 6.070
H -1.751 -2.538 5.548
H -1.225 -0.864 5.430
H -1.706 -2.515 7.953
H -2.746 -1.217 7.388
H -0.488 -0.043 10.211
H -1.111 -1.651 10.029
H -2.718 0.938 9.994
H -2.826 -0.418 11.101
H -3.415 -0.599 9.453
H -0.075 0.565 6.747
H -0.012 1.273 8.320
H -2.669 0.968 6.806
H -1.596 2.351 6.636
H -2.324 2.012 8.196
*
```

=====

No. 3
C23H11F15LuN3O as an isolated structure at a distorted geometry. Source: OMol25; level of theory: ωB97M-V/def2-TZVPD.

Energy above the lowest of the compared OMol25 structures with the same formula, charge and spin (kcal per mole): 9.4
F_max (hartree/bohr): 0.04538
Kohn-Sham gap (eV): 7.8
Molar mass (g mol⁻¹): 805.3
E_LUMO (eV): -0.15
HOMO (eV): -7.94

```
! RIJCOSX wB97M-V def2-TZVPD def2/J DEFGRID3
* xyz 0 1
Lu 0.021 -0.335 -0.431
C 0.235 -2.126 2.548
N 0.096 -0.761 2.030
C 1.254 0.050 2.443
C 2.519 -0.402 1.691
N 2.155 -0.711 0.311
C 3.122 -0.992 -0.566
C 2.739 -1.237 -1.908
F 1.364 -1.062 -2.171
C 3.572 -1.638 -2.929
F 3.070 -1.882 -4.141
C 4.932 -1.777 -2.669
F 5.774 -2.193 -3.624
C 5.391 -1.488 -1.382
F 6.699 -1.590 -1.125
C 4.528 -1.111 -0.369
F 5.076 -0.869 0.843
C -1.186 -0.193 2.479
C -2.365 -0.849 1.737
N -2.004 -1.011 0.329
C -2.972 -1.127 -0.591
C -2.595 -1.206 -1.955
F -1.215 -1.111 -2.205
C -3.440 -1.386 -3.029
F -2.937 -1.473 -4.263
C -4.807 -1.498 -2.800
F -5.669 -1.701 -3.807
C -5.258 -1.414 -1.483
F -6.566 -1.537 -1.230
C -4.384 -1.236 -0.424
F -4.931 -1.213 0.814
H 0.257 -2.132 3.643
H 1.147 -2.573 2.163
H -0.601 -2.732 2.213
H 1.428 -0.023 3.527
H 1.050 1.097 2.185
H 2.959 -1.276 2.186
H 3.253 0.409 1.736
H -1.188 0.879 2.248
H -1.322 -0.323 3.563
H -3.244 -0.208 1.871
H -2.587 -1.829 2.185
F 0.480 6.277 0.977
C 0.117 5.079 0.508
C -1.231 4.796 0.279
F -2.151 5.725 0.539
C -1.627 3.556 -0.193
F -2.928 3.303 -0.390
C -0.687 2.536 -0.463
O -0.975 1.363 -0.900
C 0.658 2.877 -0.224
F 1.525 1.824 -0.501
C 1.079 4.104 0.247
F 2.369 4.346 0.477
*
```

=====

No. 4
CH18Ni3O12 as an isolated structure at a distorted geometry. Source: OMol25; level of theory: ωB97M-V/def2-TZVPD.

F_max (hartree/bohr): 0.10733
Kohn-Sham gap (alpha / beta) (eV): 4.6 / 7.5
Molar mass (g mol⁻¹): 398.2
E_LUMO (alpha / beta) (eV): -10.39 / -12.16
HOMO (alpha / beta) (eV): -15.02 / -19.63

```
! RIJCOSX wB97M-V def2-TZVPD def2/J DEFGRID3
* xyz 3 8
Ni 1.033 -2.171 -1.291
Ni -1.296 2.110 -2.247
Ni -1.374 2.019 1.766
C -0.611 0.310 0.031
O -1.072 1.396 -0.322
O -0.556 0.147 1.248
O -0.056 -0.354 -0.892
O 1.967 -0.518 2.570
H 1.081 -0.224 2.359
H 1.877 -0.967 3.410
O 2.726 -1.350 -0.456
H 2.655 -0.668 0.211
H 3.448 -1.903 -0.158
O 1.601 -1.296 -3.111
H 1.646 -0.395 -3.430
H 2.081 -1.806 -3.762
O -1.939 0.301 -3.063
H -2.603 0.030 -3.697
H -1.723 -0.499 -2.584
O 0.504 2.934 1.714
H 1.167 2.707 2.366
H 0.960 3.508 1.098
O -3.317 1.131 1.505
H -4.203 1.371 1.774
H -3.438 0.388 0.913
O 0.853 2.456 -2.078
H 1.180 3.091 -1.440
H 1.634 2.167 -2.550
O -1.955 -1.766 2.670
H -2.274 -2.370 1.999
H -1.543 -1.056 2.178
O 0.523 -2.868 0.701
H 0.493 -3.681 1.207
H 0.530 -2.175 1.362
*
```

=====

Number 3 is which compound? C23H11F15LuN3O